Entry 1:
The following is a DFT calculation (the ωB97M-V functional and the def2-TZVPD basis) of a molecular structure, C23H18AuBr2N5OS.

Properties
lowest unoccupied orbital energy (spin up / spin down) = -6.53 / -8.75 eV
spin multiplicity = 3
net charge = +2

The geometry in XYZ format:
```
51
Properties=species:S:1:pos:R:3:mulliken_charge:R:1
Au 0.4155 1.2177 0.6985 0.838
Br -2.9401 -2.1367 3.5928 0.004
C -1.1006 -2.1555 3.4481 -0.337
C -0.3469 -3.0840 4.1510 -0.278
C 1.0287 -3.1193 4.0536 -0.106
Br 1.9622 -4.3998 5.0216 -0.078
C 1.7410 -2.1834 3.2163 0.733
C 3.1382 -2.1712 3.0769 -0.625
C 3.7306 -1.2430 2.2551 -0.853
C 2.9269 -0.3293 1.5799 -0.222
N 1.6064 -0.3335 1.7055 -0.158
C 0.9960 -1.2333 2.5012 0.331
C -0.4816 -1.1811 2.5819 0.899
O -1.1323 -0.3558 1.9332 -0.598
H -0.8508 -3.7982 4.7879 0.478
H 3.7375 -2.8913 3.6161 0.366
H 4.8023 -1.2060 2.1243 0.455
H 3.3541 0.4192 0.9263 0.437
S 0.2270 -2.1992 -4.9967 -0.075
C 0.2610 -1.3133 -3.4580 0.489
C 0.4728 -1.9888 -2.2593 -0.678
C 0.5170 -1.2809 -1.0766 0.174
N 0.3630 0.0482 -1.0427 -0.345
C 0.1567 0.7139 -2.1911 -0.111
C 0.1074 0.0702 -3.4065 -0.746
C -1.5169 -2.0048 -5.3480 0.217
C -2.4376 -2.9141 -4.8496 -0.206
C -3.7764 -2.7161 -5.1548 -0.384
N -4.2220 -1.7097 -5.8971 -0.516
C -3.3268 -0.8617 -6.3872 -0.412
C -1.9626 -0.9612 -6.1479 -0.093
H 0.5966 -3.0623 -2.2500 0.446
H 0.6631 -1.7776 -0.1294 0.330
H 0.0316 1.7866 -2.1224 0.404
H -0.0486 0.6434 -4.3091 0.365
H -2.1257 -3.7600 -4.2529 0.402
H -4.5255 -3.4062 -4.7845 0.361
H -3.7118 -0.0618 -7.0090 0.364
H -1.2712 -0.2587 -6.5919 0.459
C -0.4099 5.6169 4.0009 -0.785
N 0.1186 4.8060 2.9029 0.062
C 0.9317 5.2469 1.8878 -0.090
C 1.1813 4.1758 1.0941 -0.632
N 0.5184 3.0852 1.6185 -0.448
C -0.1090 3.5078 2.7105 -0.169
H -0.0803 6.6408 3.8551 0.283
H -0.0267 5.2461 4.9482 0.339
H -1.4964 5.5840 3.9888 0.348
H 1.2553 6.2701 1.8237 0.417
H 1.7850 4.1123 0.2073 0.433
H -0.7263 2.9066 3.3565 0.507
```

---

Entry 2:
The following is a DFT calculation (the ωB97M-V functional and the def2-TZVPD basis) of a molecular structure, C23H18BrFeN2O4S at a distorted geometry.

Properties
lowest unoccupied orbital energy (spin up / spin down) = -1.95 / -1.55 eV
spin multiplicity = 2
net charge = 0

The geometry in XYZ format:
```
50
Properties=species:S:1:pos:R:3:mulliken_charge:R:1
Fe 1.9563 0.3706 -0.2321 0.355
O -0.8479 -3.8751 0.1626 -0.672
C -0.8557 -3.6272 -1.1786 0.527
C -1.5754 -4.5046 -1.9796 -0.677
C -1.6431 -4.2968 -3.3465 -0.369
C -0.9873 -3.2191 -3.9294 -0.757
C -0.2665 -2.3480 -3.1289 -0.510
C -0.1879 -2.5448 -1.7561 0.396
C 0.5798 -1.5630 -0.9002 0.587
O 1.1461 -0.5212 -1.6078 -0.814
N -0.3458 -1.0421 0.1187 0.004
N 0.1098 0.1499 0.6837 -0.431
C -0.8224 0.9237 1.1099 -0.327
C -0.7312 2.1421 1.8566 -0.036
Br 0.9166 2.8511 2.4385 -0.053
C -1.8339 2.8444 2.2417 -0.968
C -2.9936 2.3445 2.9717 1.062
C -3.9264 3.2665 3.4538 -0.554
C -5.0010 2.8543 4.2223 -0.549
C -5.1824 1.5068 4.4974 -0.378
C -4.2707 0.5754 4.0151 -0.781
C -3.1799 0.9894 3.2728 -0.266
H -0.4147 -3.1487 0.6316 0.374
H -2.0946 -5.3275 -1.5053 0.420
H -2.2169 -4.9806 -3.9591 0.369
H -1.0516 -3.0537 -4.9965 0.400
H 0.2514 -1.4941 -3.5444 0.439
H 1.3628 -2.1221 -0.3450 0.103
H -1.3125 -1.0176 -0.1934 0.333
H -1.8456 0.6293 0.8716 0.602
H -1.7498 3.9249 2.1518 0.372
H -3.7828 4.3183 3.2365 0.333
H -5.6962 3.5833 4.6175 0.374
H -6.0239 1.1826 5.0956 0.378
H -4.4006 -0.4753 4.2393 0.384
H -2.4490 0.2639 2.9407 0.554
O 5.1509 0.3980 1.3885 -0.635
C 4.1554 0.6770 0.7691 0.752
O 2.9376 0.7248 1.2615 -0.508
C 4.2195 0.9196 -0.7524 0.478
C 5.3851 0.3985 -1.3497 -0.997
C 5.6419 0.5570 -2.6842 -0.444
C 4.7108 1.2247 -3.4935 -0.585
C 3.5740 1.7485 -2.9445 -0.664
C 3.3037 1.6508 -1.5556 0.878
S 1.9026 2.4828 -0.9385 -0.210
H 6.0781 -0.1173 -0.6999 0.474
H 6.5584 0.1707 -3.1105 0.398
H 4.8899 1.3294 -4.5562 0.388
H 2.8585 2.2761 -3.5605 0.452
```

---

Entry 3:
The following is a DFT calculation (the ωB97M-V functional and the def2-TZVPD basis) of a molecular structure, C23H18Cl5CuN4S at a distorted geometry.

Properties
lowest unoccupied orbital energy (spin up / spin down) = 4.11 / 4.11 eV
spin multiplicity = 1
net charge = -2

The geometry in XYZ format:
```
52
Properties=species:S:1:pos:R:3:mulliken_charge:R:1
Cu 0.5615 0.9219 -0.1590 -1.132
C -2.5314 1.3124 -4.1678 -0.948
N -2.1575 0.0772 -3.5402 0.408
C -2.3074 -1.1774 -4.0531 -0.529
C -1.8801 -2.0587 -3.1224 -0.483
N -1.4626 -1.3417 -1.9916 0.524
C -1.6358 0.0099 -2.2600 -0.477
S -1.4287 1.3693 -1.2846 -0.378
C -0.9841 -1.9386 -0.8371 0.629
C -1.2073 -3.3185 -0.6036 -0.930
C -0.7762 -3.8866 0.5633 -0.508
C -0.1235 -3.0798 1.5276 -1.032
C 0.0611 -1.7415 1.2153 -0.426
N -0.3202 -1.1708 0.0814 0.863
H -2.6815 1.1357 -5.2333 0.310
H -1.7428 2.0458 -4.0123 0.314
H -3.4475 1.7132 -3.7252 0.316
H -2.7013 -1.3535 -5.0391 0.424
H -1.8083 -3.1269 -3.1825 0.319
H -1.7434 -3.9187 -1.3283 0.248
H -0.9535 -4.9391 0.7547 0.372
H 0.2114 -3.4845 2.4729 0.416
H 0.5451 -1.0707 1.9193 0.396
Cl 3.1049 -0.6959 0.8126 -0.179
C 2.8044 -0.7737 -0.9033 1.403
C 1.8925 0.1261 -1.4760 -1.404
C 1.8536 0.0306 -2.8748 1.267
Cl 1.1193 1.3234 -3.7834 -0.201
C 2.4560 -0.9836 -3.6131 -0.193
Cl 2.1998 -1.1342 -5.3272 -0.241
C 3.3005 -1.8840 -2.9795 0.197
Cl 4.0927 -3.1393 -3.8666 -0.247
C 3.5259 -1.7317 -1.6124 -0.251
Cl 4.7376 -2.7195 -0.8560 -0.227
C 2.5866 2.5133 3.1161 -1.157
C 1.1632 2.5017 3.5952 1.101
C 0.8188 2.9028 4.8671 -0.610
C -0.5004 2.8774 5.3184 -0.683
C -1.4739 2.3898 4.4445 -0.586
C -1.1867 1.9729 3.1607 0.992
C -2.2626 1.4331 2.2692 -0.918
C 0.1623 2.0574 2.6443 -0.056
N 0.5435 1.7680 1.4232 -0.433
H 3.2549 2.9631 3.8565 0.385
H 2.6629 3.0641 2.1734 0.213
H 2.9338 1.4981 2.8993 0.020
H 1.6042 3.2466 5.5387 0.229
H -0.7637 3.2195 6.3136 0.308
H -2.5061 2.3238 4.7836 0.225
H -3.2170 1.3645 2.8001 0.344
H -1.9954 0.4431 1.8902 -0.063
H -2.3978 2.0644 1.3909 0.072
```

---

Entry 4:
The following is a DFT calculation (the ωB97M-V functional and the def2-TZVPD basis) of a molecular structure, C23H18F12N5O2SSeTi at a distorted geometry.

Properties
lowest unoccupied orbital energy = 2.48 eV
spin multiplicity = 1
net charge = -1

The geometry in XYZ format:
```
63
Properties=species:S:1:pos:R:3:mulliken_charge:R:1
Ti -11.1778 10.7243 -1.7636 -0.090
C -12.4248 16.4800 2.4931 -1.583
C -12.3089 15.1164 1.8787 0.424
C -12.8387 13.9957 2.4733 -1.258
C -12.7969 12.7421 1.8850 -0.852
C -12.1459 12.5546 0.6644 0.758
N -12.0692 11.2456 0.1047 1.418
C -12.8662 10.1530 0.6329 -0.379
C -12.6583 9.5903 1.9007 0.281
C -13.2935 8.4511 2.3227 -0.897
C -14.2538 7.8080 1.4871 0.933
C -15.0095 6.6386 1.8928 -1.700
C -14.5119 8.4131 0.2754 -1.058
C -13.7845 9.5326 -0.1888 -1.225
C -14.1659 10.2020 -1.5497 2.333
O -12.9544 10.4495 -2.2674 -0.713
C -15.0102 9.2879 -2.4353 0.320
F -14.3649 8.1404 -2.6803 -0.222
F -16.2064 8.9700 -1.9256 -0.277
F -15.1947 9.9106 -3.6137 -0.266
C -14.9733 11.4865 -1.2387 0.263
F -14.3072 12.6212 -1.3920 -0.055
F -15.5083 11.6003 -0.0137 -0.306
F -16.0524 11.5956 -2.0815 -0.372
C -11.4355 13.6679 0.0964 -0.771
C -11.5669 14.9573 0.7104 -0.779
C -10.7475 13.6607 -1.2936 1.692
O -10.8309 12.5087 -1.9658 -0.682
C -9.1803 13.9315 -1.0831 0.569
F -8.5979 13.5569 -2.1435 -0.260
F -8.8250 15.2062 -0.8810 -0.306
F -8.6988 13.3254 -0.0082 -0.261
C -11.3237 14.7403 -2.2656 0.380
F -11.2600 15.9341 -1.6909 -0.289
F -12.6069 14.5194 -2.5447 -0.186
F -10.5744 14.7830 -3.3565 -0.279
H -12.7268 17.1602 1.6735 0.331
H -13.0856 16.5737 3.3406 0.356
H -11.4112 16.7829 2.8430 0.324
H -13.3908 13.9838 3.4166 0.289
H -13.3020 11.8334 2.2075 0.519
H -12.0784 10.1708 2.5952 0.533
H -12.9405 8.0026 3.2607 0.325
H -14.9314 6.4330 2.9866 0.377
H -16.0552 6.7365 1.6891 0.395
H -14.6128 5.7552 1.3059 0.247
H -15.3946 8.0052 -0.2344 0.379
H -11.1366 15.7942 0.2606 0.797
N -10.9530 7.4957 -0.9965 -0.542
C -10.7991 8.6160 -1.5545 0.187
H -10.7127 6.6206 -1.5342 0.211
N -9.5337 7.7106 1.6659 -0.118
C -8.3625 7.0853 1.2770 -0.025
N -7.9767 7.1503 -0.0175 -0.216
S -7.3994 6.3861 2.4326 -0.423
H -10.3232 7.5893 1.0630 0.128
H -9.6960 7.6024 2.6373 0.218
H -8.6916 7.4361 -0.7009 0.218
H -7.1666 6.6114 -0.3746 0.206
N -8.8180 10.3941 0.5355 -0.107
C -9.5681 10.6210 -0.3256 0.268
H -8.0417 10.2019 1.1777 0.273
Se -10.2068 9.1013 -3.3405 -0.455
```